A molecular structure, C39H47BiN9O2S3Si2. Source: OMol25; level of theory: ωB97M-V/def2-TZVPD.

Computed properties:
Highest occupied orbital energy in eV: -3.97
2S+1: 1
Net charge: -1
Lowest unoccupied orbital energy in Ha: 0.0836
ΔE to the lowest compared entry with this formula, charge and spin in kJ/mol: 0.0

Last column: Mulliken charge in e.
CARTESIAN COORDINATES (ANGSTROEM)
Bi1 0.436 -0.428 0.455  0.395
C1 -3.381 2.111 -2.138  -1.483
C2 -2.058 2.257 -1.432  0.184
N1 -1.053 1.866 -2.115  -1.410
N2 0.241 1.737 -1.693  1.586
C3 1.070 2.494 -0.753  0.252
S1 0.964 2.042 0.989  -0.534
S2 0.876 4.303 -0.997  -0.132
C4 2.276 4.900 -0.002  -0.380
C5 1.862 5.960 0.986  0.375
C6 0.816 5.727 1.877  0.182
C7 0.460 6.692 2.804  -0.679
C8 1.138 7.905 2.853  -0.469
C9 2.174 8.147 1.964  -0.491
C10 2.531 7.177 1.036  -0.635
C11 -2.165 2.834 -0.058  0.240
C12 -2.322 4.207 0.079  0.100
C13 -2.558 4.799 1.311  -1.086
C14 -2.667 3.972 2.428  -0.515
C15 -2.546 2.603 2.311  -0.814
C16 -2.295 1.974 1.065  0.212
O1 -2.167 0.693 0.967  -0.330
H1 -3.906 3.068 -2.175  0.294
H2 -3.241 1.711 -3.141  0.407
H3 -4.001 1.417 -1.565  0.309
H4 2.670 4.033 0.530  0.241
H5 3.057 5.274 -0.664  0.308
H6 0.269 4.792 1.825  0.156
H7 -0.359 6.497 3.485  0.437
H8 0.853 8.660 3.575  0.371
H9 2.704 9.092 1.988  0.360
H10 3.340 7.368 0.339  0.336
H11 -2.238 4.832 -0.805  0.442
H12 -2.649 5.874 1.398  0.403
H13 -2.853 4.408 3.405  0.381
H14 -2.634 1.960 3.180  0.423
C17 0.561 -2.137 -4.644  -2.463
C18 0.670 -1.982 -3.153  0.547
N3 0.959 -0.869 -2.592  1.081
N4 1.156 0.205 -3.379  -0.702
C19 1.187 1.511 -2.788  -0.689
N5 1.095 2.434 -3.896  -0.721
S3 2.580 1.863 -1.651  -0.334
C20 0.397 -3.143 -2.266  0.873
C21 -0.319 -4.241 -2.752  -0.722
C22 -0.584 -5.306 -1.913  -0.500
C23 -0.127 -5.266 -0.606  -1.035
C24 0.570 -4.138 -0.202  0.052
N6 0.827 -3.106 -1.000  0.200
H15 -0.402 -1.759 -5.000  0.324
H16 1.368 -1.586 -5.133  0.588
H17 0.648 -3.177 -4.948  0.538
H18 0.756 0.209 -4.308  0.422
H19 0.105 2.523 -4.120  0.314
H20 1.408 3.345 -3.580  0.430
H21 -0.697 -4.230 -3.764  0.090
H22 -1.151 -6.156 -2.276  0.415
H23 -0.304 -6.075 0.089  0.484
H24 0.946 -4.057 0.814  -0.073
C25 4.054 0.203 1.655  -1.096
Si1 2.975 -1.131 0.873  1.223
C26 3.952 -1.797 -0.593  -1.336
C27 2.783 -2.539 2.150  0.109
C28 3.654 -3.633 2.164  -0.699
C29 3.494 -4.677 3.064  -0.646
C30 2.451 -4.643 3.980  -0.665
C31 1.579 -3.564 3.983  -0.719
C32 1.721 -2.506 3.079  0.674
Si2 0.449 -1.094 3.027  0.724
C33 0.903 0.274 4.237  -1.016
C34 -1.222 -1.785 3.562  -1.338
H25 5.028 -0.216 1.928  0.360
H26 3.595 0.633 2.546  0.211
H27 4.213 1.018 0.945  0.235
H28 4.976 -2.049 -0.300  0.453
H29 4.000 -1.029 -1.368  0.289
H30 3.475 -2.678 -1.023  0.280
H31 4.466 -3.679 1.446  0.303
H32 4.177 -5.519 3.047  0.382
H33 2.314 -5.457 4.682  0.380
H34 0.758 -3.556 4.695  0.301
H35 0.908 -0.102 5.264  0.372
H36 0.170 1.082 4.163  0.248
H37 1.885 0.694 4.019  0.219
H38 -1.258 -2.036 4.626  0.438
H39 -1.469 -2.680 2.985  0.305
H40 -1.983 -1.028 3.353  0.274
C35 -3.772 -4.622 -4.209  -0.944
N7 -3.621 -3.890 -2.968  0.270
C36 -3.972 -4.428 -1.775  -0.197
C37 -3.805 -3.747 -0.630  -1.092
C38 -3.266 -2.410 -0.735  1.068
N8 -2.884 -1.897 -1.893  -0.051
C39 -3.005 -2.612 -3.034  0.035
O2 -2.626 -2.242 -4.140  -0.733
N9 -3.166 -1.680 0.373  0.117
H41 -4.316 -5.545 -4.010  0.312
H42 -2.800 -4.858 -4.644  0.261
H43 -4.318 -4.022 -4.934  0.310
H44 -4.387 -5.428 -1.805  0.313
H45 -4.080 -4.174 0.323  0.388
H46 -3.467 -2.087 1.240  0.206
H47 -2.857 -0.685 0.408  -0.086

=====

A molecular structure, C39H47ClFO3PPdSb. Source: OMol25; level of theory: ωB97M-V/def2-TZVPD.

Computed properties:
Highest occupied orbital energy (spin up / spin down) in eV: -8.51 / -11.15
2S+1: 5
Net charge: +1
Lowest unoccupied orbital energy (spin up / spin down) in Ha: -0.0654 / -0.1725
ΔE to the lowest compared entry with this formula, charge and spin in kJ/mol: 0.0

Last column: Mulliken charge in e.
CARTESIAN COORDINATES (ANGSTROEM)
Pd1 0.559 0.348 0.622  -1.415
O1 -1.629 0.633 -0.117  0.563
C1 -2.445 1.617 -0.211  -0.427
C2 -3.835 1.442 -0.323  0.148
C3 -4.765 2.478 -0.569  -0.669
C4 -6.103 2.189 -0.676  -0.588
C5 -6.580 0.879 -0.525  -0.894
C6 -5.691 -0.143 -0.248  -0.603
C7 -4.325 0.118 -0.153  0.231
P1 -3.170 -1.080 0.479  2.099
C8 -3.597 -2.729 -0.026  0.694
C9 -4.166 -2.944 -1.287  -0.823
C10 -4.362 -4.235 -1.745  -0.851
C11 -3.978 -5.319 -0.964  -0.589
C12 -3.386 -5.112 0.276  -0.781
C13 -3.182 -3.825 0.741  -0.850
C14 -3.142 -0.977 2.281  0.558
C15 -4.067 -1.703 3.035  -0.267
C16 -4.098 -1.562 4.413  -0.806
C17 -3.217 -0.695 5.045  -0.586
C18 -2.307 0.039 4.298  -0.966
C19 -2.268 -0.099 2.919  -0.113
H1 -4.414 3.493 -0.687  0.505
H2 -6.802 2.989 -0.879  0.408
H3 -7.637 0.670 -0.610  0.455
H4 -6.060 -1.150 -0.090  0.411
H5 -4.456 -2.101 -1.901  0.462
H6 -4.815 -4.398 -2.714  0.452
H7 -4.132 -6.326 -1.326  0.425
H8 -3.069 -5.955 0.875  0.477
H9 -2.691 -3.667 1.693  0.477
H10 -4.765 -2.371 2.547  0.487
H11 -4.816 -2.127 4.993  0.440
H12 -3.246 -0.587 6.121  0.411
H13 -1.628 0.724 4.789  0.496
H14 -1.562 0.480 2.337  0.515
C20 4.027 -1.291 0.843  -1.638
C21 4.498 0.093 0.398  1.578
C22 4.872 0.912 1.632  -1.855
C23 5.700 -0.028 -0.535  -1.590
Sb1 2.809 1.067 -0.589  1.940
C24 3.279 3.196 -0.768  1.746
C25 4.704 3.429 -1.263  -1.639
C26 3.089 3.842 0.605  -1.544
C27 2.280 3.800 -1.754  -1.571
C28 2.628 0.244 -2.602  1.846
C29 1.208 0.567 -3.075  -1.626
C30 2.787 -1.273 -2.510  -1.817
C31 3.655 0.817 -3.574  -1.700
H15 4.857 -1.802 1.343  0.574
H16 3.705 -1.917 0.010  0.337
H17 3.201 -1.228 1.552  0.232
H18 5.626 0.360 2.202  0.516
H19 4.019 1.079 2.294  0.335
H20 5.305 1.878 1.373  0.347
H21 6.523 -0.495 0.016  0.551
H22 6.051 0.941 -0.890  0.256
H23 5.494 -0.658 -1.400  0.268
H24 5.448 3.077 -0.548  0.292
H25 4.862 4.506 -1.386  0.538
H26 4.900 2.957 -2.225  0.283
H27 3.815 3.484 1.334  0.286
H28 2.091 3.670 1.009  0.127
H29 3.236 4.923 0.506  0.488
H30 2.445 3.457 -2.775  0.296
H31 2.394 4.889 -1.755  0.531
H32 1.246 3.569 -1.484  0.017
H33 0.453 0.150 -2.403  0.019
H34 1.054 0.127 -4.065  0.548
H35 1.028 1.639 -3.160  0.262
H36 2.113 -1.716 -1.774  0.122
H37 3.807 -1.570 -2.266  0.298
H38 2.546 -1.709 -3.485  0.597
H39 3.525 1.887 -3.732  0.328
H40 3.529 0.328 -4.545  0.536
H41 4.681 0.639 -3.248  0.284
Cl1 -0.708 5.475 2.026  -0.183
C32 -0.735 4.838 0.368  -0.183
C33 -0.884 3.335 0.418  0.337
O2 -1.995 2.944 -0.195  -0.404
O3 -0.068 2.616 0.961  -0.540
H42 0.214 5.090 -0.100  0.019
H43 -1.557 5.295 -0.171  0.397
F1 0.082 -5.762 0.563  -0.439
C34 0.158 -4.419 0.597  -0.009
C35 0.501 -3.803 1.786  -0.861
C36 0.559 -2.415 1.816  -0.097
C37 0.283 -1.659 0.675  0.644
C38 -0.092 -2.324 -0.495  -0.297
C39 -0.143 -3.709 -0.550  -0.196
H44 0.710 -4.405 2.660  0.495
H45 0.819 -1.929 2.751  0.560
H46 -0.357 -1.758 -1.382  0.348
H47 -0.433 -4.238 -1.448  0.523